{
  "formula": "C12H26IrNO4P2",
  "method": "ωB97M-V/def2-TZVPD",
  "homo_ev": [-8.548, -12.432],
  "total_charge": 1,
  "multiplicity": 6,
  "de_lowest_ev": 0.000,
  "elements": ["C", "C", "N", "C", "C", "C", "C", "P", "Ir", "P", "C", "O", "O", "H", "H", "H", "C", "C", "H", "H", "H", "H", "C", "C", "H", "H", "H", "H", "H", "H", "H", "H", "H", "H", "H", "H", "H", "H", "H", "H", "H", "H", "O", "C", "O", "H"],
  "positions_angstrom": [[0.984, -1.203, -3.068], [0.987, -0.743, -1.783], [-0.152, -0.743, -1.022], [-1.315, -1.051, -1.635], [-1.369, -1.425, -2.948], [-0.201, -1.532, -3.695], [2.176, -0.207, -1.173], [2.132, -0.156, 0.578], [-0.096, -0.089, 1.074], [-2.324, -0.075, 0.744], [-2.584, -0.954, -0.834], [2.071, 2.171, -2.030], [-0.247, 2.296, -1.252], [1.962, -1.214, -3.614], [-2.365, -1.666, -3.381], [-0.236, -1.823, -4.735], [2.864, -1.623, 1.405], [3.053, 1.286, 1.212], [-3.374, -0.444, -1.384], [-3.002, -1.941, -0.603], [2.198, 0.837, -1.513], [3.106, -0.722, -1.448], [-3.254, -0.865, 2.080], [-3.063, 1.581, 0.491], [0.029, 1.812, -0.342], [-0.488, 3.183, -1.456], [1.053, 2.334, -1.878], [2.479, 2.234, -2.886], [-0.348, -1.539, 1.398], [-0.560, 1.440, 0.771], [3.951, -1.619, 1.218], [2.659, -1.612, 2.494], [2.403, -2.531, 0.996], [4.117, 1.033, 1.122], [2.779, 2.126, 0.581], [2.770, 1.463, 2.273], [-4.123, 1.490, 0.205], [-2.963, 2.133, 1.432], [-2.503, 2.101, -0.296], [-4.310, -0.960, 1.797], [-2.824, -1.853, 2.271], [-3.163, -0.252, 2.986], [0.678, -1.377, 3.790], [0.275, -0.176, 3.980], [-0.086, 0.668, 3.061], [0.225, 0.209, 5.014]]
}

---

{
  "formula": "C12H26N2O12V3",
  "method": "ωB97M-V/def2-TZVPD",
  "homo_ev": [-15.071, -15.090],
  "total_charge": 2,
  "multiplicity": 4,
  "de_lowest_ev": 1.468,
  "elements": ["O", "V", "O", "V", "O", "V", "C", "O", "O", "O", "C", "O", "O", "O", "C", "O", "C", "C", "N", "C", "C", "O", "C", "H", "H", "H", "H", "H", "H", "H", "H", "H", "H", "H", "H", "H", "H", "H", "C", "C", "C", "O", "C", "N", "H", "H", "H", "H", "H", "H", "H", "H", "H", "H", "H"],
  "positions_angstrom": [[4.260, -2.019, 0.246], [3.756, -0.700, 0.920], [2.126, 2.749, 2.647], [1.452, 1.825, 1.561], [-1.111, -0.421, -0.608], [0.312, -1.058, -0.145], [1.339, -0.934, 2.339], [2.195, 0.007, 2.426], [0.294, -0.320, 1.940], [1.841, -1.721, 1.511], [2.239, 0.915, -0.928], [1.049, 1.140, -0.544], [2.392, -0.368, -0.912], [2.957, 1.337, 0.041], [-0.106, -0.554, -4.421], [-0.457, -1.225, -3.237], [-0.333, -2.631, -3.350], [-0.736, -3.267, -2.013], [0.433, -3.149, -1.106], [0.341, -4.073, 0.059], [-0.942, -4.052, 0.877], [-1.447, -2.726, 0.955], [-2.630, -2.663, 1.754], [0.940, -0.694, -4.743], [-0.217, 0.505, -4.193], [-0.660, -0.922, -5.292], [0.719, -2.827, -3.619], [-0.904, -3.032, -4.195], [-1.034, -4.268, -2.350], [-1.633, -2.844, -1.568], [1.158, -3.404, -1.772], [1.212, -3.850, 0.676], [0.495, -5.109, -0.253], [-0.861, -4.529, 1.857], [-1.697, -4.651, 0.352], [-2.365, -2.514, 2.798], [-3.266, -3.530, 1.568], [-3.305, -1.854, 1.470], [-0.601, 5.452, -0.231], [-0.088, 4.475, 0.808], [-0.967, 3.203, 0.934], [-0.591, 2.372, 2.004], [-1.142, 2.667, 3.281], [1.307, 4.106, 0.489], [-0.140, 5.321, -1.211], [-0.376, 6.495, 0.003], [-1.688, 5.388, -0.307], [-0.058, 4.827, 1.844], [-0.741, 2.726, -0.029], [-2.048, 3.335, 0.870], [-0.884, 1.876, 3.979], [-2.230, 2.667, 3.164], [-0.860, 3.650, 3.661], [1.896, 4.939, 0.505], [1.405, 3.932, -0.514]]
}